1.
The following is a quantum chemistry calculation of a molecular structure, C23H29HfN5O4S, from the Open Molecules 2025 dataset.

The charge is 0. Its calculated total energy is -1915.0481 hartree. The energy relative to the best compared isomer or geometry (same formula, charge and spin) is 36.80 kJ/mol. The gap between HOMO and LUMO is 7.761 eV. The calculation puts the LUMO energy at 0.322 eV.

Each line ends with the Mulliken charge.
Geometry (Å):
Hf (0.4807, -0.2989, -0.0195)  1.845
C (3.1102, -0.5976, -3.6537)  -1.568
C (1.9923, -0.0055, -2.8481)  1.174
O (1.8883, -0.4521, -1.6679)  -0.735
C (1.1734, 0.9957, -3.3641)  -1.789
C (0.2740, 1.7454, -2.5820)  1.531
C (-0.3371, 2.9611, -3.2133)  -1.529
N (-0.0317, 1.4429, -1.3277)  0.861
N (-0.8861, 2.4159, -0.7365)  -0.869
C (-0.9310, 2.2319, 0.5315)  0.081
O (-0.2976, 1.2559, 1.1327)  -0.943
C (-1.8005, 3.0990, 1.3789)  0.536
C (-2.6663, 4.0327, 0.8141)  -0.411
C (-3.4772, 4.8078, 1.6275)  -0.670
C (-3.4264, 4.6615, 3.0109)  -0.391
C (-2.5576, 3.7399, 3.5765)  -0.706
C (-1.7468, 2.9589, 2.7603)  -0.200
H (4.0384, -0.0915, -3.3760)  0.320
H (2.9614, -0.4826, -4.7274)  0.423
H (3.2234, -1.6493, -3.3939)  0.322
H (1.3505, 1.3279, -4.3766)  0.326
H (-0.0262, 3.0333, -4.2531)  0.442
H (-0.0351, 3.8626, -2.6809)  0.295
H (-1.4238, 2.9247, -3.1461)  0.299
H (-2.6943, 4.1398, -0.2627)  0.460
H (-4.1511, 5.5299, 1.1834)  0.392
H (-4.0590, 5.2693, 3.6456)  0.388
H (-2.5029, 3.6276, 4.6520)  0.401
H (-1.0529, 2.2448, 3.1839)  0.468
N (-0.6162, -1.2447, 2.0253)  -0.351
C (-1.9534, -1.8036, 1.8214)  -0.765
C (-2.8063, -0.7595, 1.1450)  -0.693
N (-2.2172, -0.3627, -0.1468)  0.108
C (-2.7839, -1.0260, -1.3308)  -0.859
C (-1.8495, -2.0972, -1.8350)  -0.717
N (-0.5389, -1.4799, -2.0245)  -0.508
H (0.0200, -1.9482, 2.3796)  0.401
H (-0.6286, -0.4755, 2.6871)  0.197
H (-2.4177, -2.1234, 2.7577)  0.503
H (-1.8464, -2.6921, 1.1955)  0.211
H (-2.8544, 0.1315, 1.7757)  0.285
H (-3.8336, -1.1129, 1.0191)  0.459
H (-2.3415, 0.6363, -0.2573)  0.150
H (-2.9114, -0.2698, -2.1098)  0.388
H (-3.7746, -1.4362, -1.1178)  0.385
H (-2.2458, -2.5501, -2.7473)  0.499
H (-1.7357, -2.8958, -1.0997)  0.209
H (-0.5262, -0.8512, -2.8231)  0.249
H (0.1863, -2.1768, -2.1623)  0.338
O (2.0707, -0.6218, 3.0705)  -0.609
C (2.4737, -0.8065, 1.9480)  -0.120
O (2.2457, 0.0277, 0.9135)  -0.615
C (3.2510, -2.0379, 1.5705)  0.533
C (4.5305, -2.1927, 2.0880)  -0.552
C (5.2825, -3.3127, 1.7719)  -0.596
C (4.7352, -4.2843, 0.9439)  -0.572
C (3.4513, -4.1331, 0.4410)  -0.625
C (2.6840, -3.0068, 0.7380)  0.960
S (1.0133, -2.9004, 0.0886)  -0.647
H (4.9285, -1.4271, 2.7437)  0.445
H (6.2823, -3.4288, 2.1696)  0.382
H (5.3073, -5.1685, 0.6896)  0.371
H (3.0300, -4.9006, -0.1967)  0.405

***

2.
The following is a quantum chemistry calculation of a molecular structure, C23H29IrN5, from the Open Molecules 2025 dataset.

The charge is +1. Its calculated total energy is -1271.7135 hartree. The energy relative to the best compared isomer or geometry (same formula, charge and spin) is 64.98 kJ/mol. The gap between HOMO and LUMO is 7.198 eV. The calculation puts the LUMO energy at -2.329 eV.

Each line ends with the Mulliken charge.
Geometry (Å):
Ir (0.4773, 0.0658, -0.2362)  -0.003
C (-0.7265, 2.0587, 1.7267)  -0.944
C (0.1217, 1.2515, 2.7102)  -1.244
C (1.5758, 1.2318, 2.3377)  0.881
C (2.5705, 1.5036, 3.2624)  -0.863
C (3.8991, 1.4842, 2.8768)  -0.393
C (4.1987, 1.1947, 1.5565)  -0.807
C (3.1658, 0.9250, 0.6835)  -0.075
N (1.8735, 0.9355, 1.0568)  -0.041
N (-1.2126, 1.2656, 0.5676)  0.746
C (-2.3455, 0.4214, 1.0085)  -1.367
C (-2.8366, -0.5861, -0.0123)  0.711
C (-3.9672, -1.3454, 0.2675)  -0.904
C (-4.3782, -2.2821, -0.6638)  -0.459
C (-3.6516, -2.4295, -1.8379)  -0.662
C (-2.5403, -1.6273, -2.0250)  -0.722
N (-2.1419, -0.7217, -1.1328)  -0.011
C (-1.7045, 2.2144, -0.4546)  -1.195
C (-0.5590, 2.7400, -1.2614)  0.806
C (-0.5931, 3.9561, -1.9216)  -1.131
C (0.4725, 4.3116, -2.7308)  -0.297
C (1.5378, 3.4330, -2.8574)  -0.899
C (1.5064, 2.2439, -2.1576)  0.063
N (0.4837, 1.9039, -1.3610)  -0.285
H (-0.1239, 2.8730, 1.3187)  0.490
H (-1.5852, 2.5123, 2.2334)  0.547
H (-0.2293, 0.2169, 2.7520)  0.330
H (0.0134, 1.6663, 3.7115)  0.443
H (2.2909, 1.7336, 4.2814)  0.445
H (4.6833, 1.6929, 3.5915)  0.422
H (5.2176, 1.1640, 1.1986)  0.420
H (3.3547, 0.6638, -0.3471)  0.389
H (-3.1783, 1.0767, 1.2947)  0.466
H (-2.0418, -0.1114, 1.9092)  0.552
H (-4.5090, -1.2071, 1.1949)  0.483
H (-5.2534, -2.8903, -0.4780)  0.431
H (-3.9417, -3.1493, -2.5904)  0.436
H (-1.9299, -1.7122, -2.9170)  0.531
H (-2.2761, 3.0195, 0.0176)  0.482
H (-2.3689, 1.6666, -1.1234)  0.502
H (-1.4488, 4.6070, -1.8032)  0.475
H (0.4695, 5.2550, -3.2593)  0.441
H (2.3840, 3.6589, -3.4898)  0.413
H (2.3039, 1.5185, -2.2361)  0.513
C (0.8720, -3.5626, -1.7845)  -1.353
C (0.9075, -3.0705, -0.3376)  1.212
C (2.2166, -3.4849, 0.3395)  -1.681
C (-0.2927, -3.6061, 0.4491)  -1.181
N (0.7746, -1.6392, -0.3640)  0.823
H (0.9592, -4.6500, -1.8129)  0.422
H (1.6976, -3.1338, -2.3531)  0.357
H (-0.0638, -3.2714, -2.2611)  0.200
H (2.3069, -4.5710, 0.3813)  0.420
H (2.2547, -3.0974, 1.3592)  0.358
H (3.0716, -3.0919, -0.2131)  0.364
H (-0.2521, -4.6956, 0.4923)  0.467
H (-1.2290, -3.3089, -0.0258)  0.137
H (-0.2798, -3.2201, 1.4696)  0.338

***

3.
The following is a quantum chemistry calculation of 2 unconnected molecules or ions with the total composition C23H29N2O2, from the Open Molecules 2025 dataset.

The charge is +1. Its calculated total energy is -1153.5370 hartree. The energy relative to the best compared isomer or geometry (same formula, charge and spin) is 222.74 kJ/mol. The gap between HOMO and LUMO is 5.929 eV. The calculation puts the LUMO energy at -4.559 eV.

Each line ends with the Mulliken charge.
Geometry (Å):
C (6.1266, -2.2561, 1.1084)  -0.811
O (5.5125, -1.1068, 1.7291)  -0.433
C (4.2104, -0.8281, 1.4610)  0.803
C (3.3785, -1.6364, 0.6457)  -0.852
C (2.0555, -1.2713, 0.4637)  -0.627
C (1.5224, -0.0890, 1.0274)  0.266
C (0.1195, 0.2321, 0.9019)  -0.007
C (-0.8694, -0.7057, 1.1823)  1.219
C (-2.3082, -0.4451, 1.2002)  0.102
C (-3.0597, 0.7077, 1.0335)  -0.028
C (-4.4610, 0.6010, 1.1112)  -1.006
C (-5.0883, -0.6363, 1.3372)  -0.718
C (-4.3301, -1.8050, 1.5276)  -0.868
C (-2.9512, -1.6726, 1.4602)  -0.054
N (-1.9591, -2.6468, 1.6411)  0.139
C (-2.1904, -4.0370, 1.9835)  -0.881
C (-0.7285, -2.0858, 1.4959)  -0.677
C (2.4003, 0.7448, 1.7731)  -0.350
C (3.6958, 0.3642, 2.0325)  -0.893
H (7.1534, -2.2301, 1.4730)  0.248
H (5.6318, -3.1843, 1.4235)  0.335
H (6.1086, -2.1729, 0.0132)  0.348
H (3.7714, -2.5441, 0.1826)  0.392
H (1.3973, -1.9109, -0.1233)  0.725
H (-0.1687, 1.2787, 0.8912)  0.319
H (-2.5541, 1.6594, 0.8669)  0.544
H (-5.0754, 1.4936, 0.9918)  0.417
H (-6.1759, -0.6921, 1.3698)  0.399
H (-4.7771, -2.7792, 1.7150)  0.277
H (-3.2682, -4.2174, 2.0141)  0.284
H (-1.7271, -4.6995, 1.2384)  0.336
H (-1.7541, -4.2755, 2.9654)  0.341
H (0.1840, -2.6536, 1.6510)  0.734
H (2.0095, 1.6740, 2.1910)  0.426
H (4.3604, 0.9506, 2.6632)  0.450
C (0.0979, 4.2437, 0.2700)  -0.890
O (0.0028, 3.0391, -0.4642)  -0.136
C (0.3239, 3.1196, -1.8319)  -0.945
C (0.2997, 1.6824, -2.3666)  0.369
C (0.1933, 1.6033, -3.8996)  -0.703
C (-0.8667, 0.5227, -4.1847)  -0.587
C (-1.5939, 0.2818, -2.8406)  -0.629
N (-0.7680, 0.8957, -1.8453)  0.421
H (0.0094, 3.9402, 1.3170)  0.279
H (1.0601, 4.7639, 0.1254)  0.316
H (-0.7188, 4.9402, 0.0234)  0.297
H (-0.4193, 3.7339, -2.3824)  0.375
H (1.3437, 3.5296, -1.9931)  0.393
H (1.2358, 1.2046, -2.0243)  0.065
H (-0.1351, 2.5771, -4.2837)  0.302
H (1.1688, 1.3695, -4.3378)  0.344
H (-1.5599, 0.8335, -4.9712)  0.320
H (-0.3732, -0.4015, -4.5023)  0.254
H (-2.6123, 0.7167, -2.8704)  0.313
H (-1.7244, -0.7949, -2.6474)  0.306
H (-1.1550, 1.0742, -0.9326)  -0.367